C34H28AsBrN2O2SV | ωB97M-V/def2-TZVPD

HOMO level (spin up / spin down) = -6.2 / -8.1 eV
Kohn-Sham gap (spin up / spin down) = 5.903 / 7.636 eV
energy above the lowest of the compared OMol25 structures with the same formula, charge and spin = 0.000 eV
charge = 0
spin multiplicity = 4
LUMO level (spin up / spin down) = -0.330 / -0.421 eV
calculated total energy = -7724.38793 hartree

Geometry as XYZ:
```
70
C34H28AsBrN2O2SV (ωB97M-V/def2-TZVPD)
V 0.33 -0.13 0.15
O 5.00 2.07 -1.50
C 4.98 2.14 -0.14
C 6.14 2.52 0.51
C 6.16 2.60 1.90
C 5.03 2.27 2.64
C 3.87 1.90 1.98
C 3.83 1.84 0.59
C 2.55 1.49 -0.14
O 1.48 1.21 0.72
N 2.82 0.37 -1.05
N 1.55 -0.17 -1.40
C 1.47 -0.84 -2.56
C 0.27 -1.36 -3.03
Br -1.21 -1.06 -1.80
C -0.05 -2.05 -4.18
C 0.81 -2.22 -5.34
C 1.83 -1.33 -5.69
C 2.61 -1.56 -6.81
C 2.39 -2.67 -7.62
C 1.36 -3.55 -7.29
C 0.58 -3.32 -6.18
H 4.27 1.49 -1.79
H 7.01 2.76 -0.08
H 7.07 2.90 2.40
H 5.05 2.32 3.72
H 2.97 1.65 2.53
H 2.26 2.34 -0.78
H 3.32 -0.34 -0.51
H 2.37 -0.98 -3.14
H -1.01 -2.53 -4.22
H 1.99 -0.43 -5.11
H 3.40 -0.86 -7.07
H 3.01 -2.84 -8.49
H 1.17 -4.41 -7.92
H -0.22 -4.01 -5.93
S 0.58 -2.06 1.40
C -0.72 -2.23 2.60
C -0.71 -3.38 3.40
C -1.66 -3.56 4.39
C -2.64 -2.60 4.61
C -2.67 -1.47 3.82
C -1.72 -1.28 2.82
As -1.75 0.27 1.67
C -2.05 1.77 2.84
C -0.92 2.50 3.24
C -1.06 3.57 4.11
C -2.32 3.93 4.57
C -3.44 3.21 4.17
C -3.31 2.14 3.30
C -3.44 0.10 0.73
C -4.16 -1.09 0.71
C -5.31 -1.19 -0.06
C -5.74 -0.10 -0.82
C -5.02 1.08 -0.80
C -3.87 1.18 -0.03
H 0.06 -4.12 3.24
H -1.63 -4.45 4.99
H -3.38 -2.74 5.39
H -3.43 -0.71 3.98
H 0.05 2.23 2.85
H -0.19 4.13 4.41
H -2.43 4.77 5.24
H -4.42 3.50 4.52
H -4.18 1.59 2.98
H -3.83 -1.93 1.30
H -5.87 -2.11 -0.08
H -6.63 -0.18 -1.42
H -5.35 1.93 -1.39
H -3.30 2.11 -0.03
```

Results of the natural (NBO) charge analysis, in e, for atoms 1 through 4:
1. V 1.030
2. O -0.703
3. C 0.389
4. C -0.294

C21H24FNO4 | ωB97M-V/def2-TZVPD

SMILES = COC[C@@H](C)n1c(C)cc(C(=O)COC(=O)/C=C/c2cccc(F)c2)c1C
HOMO level = -8.0 eV
Kohn-Sham gap = 8.142 eV
energy above the lowest of the compared OMol25 structures with the same formula, charge and spin = 0.821 eV
charge = 0
LUMO level = 0.098 eV
calculated total energy = -1270.19235 hartree

Geometry as XYZ:
```
51
C21H24FNO4 (ωB97M-V/def2-TZVPD)
C -5.60 1.73 -2.19
O -5.36 0.94 -1.06
C -5.07 -0.41 -1.37
C -4.69 -1.11 -0.06
C -4.73 -2.64 -0.19
N -3.43 -0.62 0.46
C -3.34 0.04 1.67
C -4.52 0.33 2.54
C -2.04 0.38 1.88
C -1.29 -0.09 0.77
C 0.13 0.03 0.57
O 0.75 -0.38 -0.39
C 0.88 0.75 1.70
O 2.27 0.81 1.41
C 2.62 1.68 0.46
O 1.87 2.52 0.01
C 4.03 1.55 0.04
C 4.79 0.51 0.39
C 6.17 0.28 0.00
C 6.94 1.23 -0.67
C 8.25 0.97 -1.02
C 8.84 -0.25 -0.70
C 8.07 -1.18 -0.03
F 8.63 -2.37 0.28
C 6.76 -0.94 0.33
C -2.20 -0.70 -0.10
C -1.86 -1.29 -1.42
H -5.80 2.73 -1.83
H -4.73 1.75 -2.86
H -6.47 1.36 -2.76
H -5.96 -0.90 -1.80
H -4.26 -0.47 -2.11
H -5.45 -0.82 0.66
H -4.21 -2.99 -1.08
H -5.76 -2.98 -0.24
H -4.26 -3.09 0.69
H -5.00 -0.59 2.88
H -4.18 0.88 3.41
H -5.25 0.94 2.01
H -1.66 0.89 2.74
H 0.78 0.20 2.64
H 0.48 1.76 1.80
H 4.37 2.34 -0.60
H 4.35 -0.27 1.01
H 6.51 2.19 -0.92
H 8.83 1.72 -1.54
H 9.86 -0.47 -0.97
H 6.21 -1.71 0.85
H -1.97 -0.54 -2.21
H -0.82 -1.59 -1.41
H -2.48 -2.15 -1.67
```

Results of the natural (NBO) charge analysis, in e, for atoms 1 through 4:
1. C -0.244
2. O -0.541
3. C -0.063
4. C -0.054

C5H8O | ωB97M-V/def2-TZVPD

HOMO level = -7.7 eV
Kohn-Sham gap = 8.575 eV
energy above the lowest of the compared OMol25 structures with the same formula, charge and spin = 6.515 eV
charge = 0
LUMO level = 0.902 eV
calculated total energy = -270.31848 hartree

Geometry as XYZ:
```
14
C5H8O (ωB97M-V/def2-TZVPD)
O 1.24 0.96 1.73
C 0.25 0.25 1.19
C 0.75 0.41 -0.74
C -0.48 0.82 -0.01
C -1.27 -0.48 -0.26
C -0.01 -1.33 0.02
H 1.44 1.77 1.21
H 1.70 0.92 -0.58
H 0.65 -0.03 -1.73
H -0.89 1.83 0.00
H -2.08 -0.64 0.45
H -1.64 -0.58 -1.29
H -0.05 -2.02 0.85
H 0.40 -1.87 -0.84
```

Results of the natural (NBO) charge analysis, in e, for atoms 1 through 4:
1. O -0.668
2. C 0.292
3. C -0.378
4. C -0.364